# 1
Here is an isolated molecule of C3H7N at a distorted geometry from the OMol25 dataset. Energies are from wB97M-V/def2-TZVPD.

The electronic energy is -4713.816 eV. As for the SMILES: C=C(C)N. The total charge is 0. For the orbital gap, the calculation gives 9.042 eV.

Geometry as XYZ:
```
11
Properties=species:S:1:pos:R:3:nbo_charge:R:1
C -0.3404 -1.2335 -0.7112 -0.543
C 0.0210 -0.1157 -0.0403 0.203
C -0.9522 0.6339 0.8377 -0.651
N 1.2221 0.5489 -0.2143 -0.821
H 0.4378 -1.8059 -1.1721 0.192
H -1.3515 -1.5866 -0.6657 0.204
H -0.3852 1.4829 1.2867 0.197
H -1.4348 0.0706 1.6475 0.233
H -1.6414 1.1786 0.2123 0.228
H 1.4213 1.3783 0.3459 0.375
H 2.0922 0.0961 -0.4220 0.385
```

# 2
Here is a structure of composition C4H5LiNaO at a distorted geometry from the OMol25 dataset. Energies are from wB97M-V/def2-TZVPD.

The electronic energy is -10892.504 eV. Its multiplicity is 2. The total charge is 0. For the orbital gap (spin up / spin down), the calculation gives 3.968 / 6.292 eV.

Geometry as XYZ:
```
12
Properties=species:S:1:pos:R:3:nbo_charge:R:1
C 0.6204 0.6494 -1.9911 -0.574
C 0.8433 0.9101 -0.7128 0.104
C 1.4840 1.0033 0.4469 -0.472
H -0.3165 0.9445 -2.4689 0.232
H 1.3768 0.1586 -2.6083 0.230
H 1.8052 0.0969 0.9570 0.238
H 1.9446 1.9513 0.7442 0.232
O -1.0715 -1.3620 1.2640 -0.866
C -1.6622 -0.4231 1.8840 -0.095
Na -0.5954 -1.8524 -0.9987 0.432
Li -3.2296 -1.9058 0.6067 0.500
H -1.1992 -0.1708 2.8771 0.039
```

# 3
Here is the ion C2HIN3 with charge +1 at a distorted geometry from the OMol25 dataset. Energies are from wB97M-V/def2-TZVPD.

The electronic energy is -14647.529 eV. The total charge is +1. For the orbital gap, the calculation gives 6.880 eV.

Geometry as XYZ:
```
7
Properties=species:S:1:pos:R:3:nbo_charge:R:1
C -0.8298 -0.6163 0.0039 -0.124
C 0.4436 -0.9109 0.0007 -0.031
N -1.1313 0.7300 0.0060 -0.277
N 0.9275 1.7617 0.0006 0.075
N -0.1290 1.4179 -0.0083 0.262
I 2.3941 -1.0810 -0.0011 0.777
H -1.6750 -1.3014 -0.0018 0.318
```

# 4
Here is the ion H3O4SSi with charge -1 at a distorted geometry from the OMol25 dataset. Energies are from wB97M-V/def2-TZVPD.

The electronic energy is -26953.487 eV. The total charge is -1. For the orbital gap, the calculation gives 9.658 eV.

Geometry as XYZ:
```
9
Properties=species:S:1:pos:R:3:nbo_charge:R:1
O -2.4035 -0.6732 0.1532 -0.976
O -1.4075 0.8486 -1.3930 -1.012
O -0.5142 0.7776 0.8433 -1.018
O 0.0020 -0.9145 -0.6474 -1.015
Si 1.0915 -0.0009 0.2884 1.202
S -1.2154 0.0273 -0.2521 2.559
H 2.1401 -0.8440 -0.3497 -0.300
H 1.2930 1.2749 -0.3464 -0.219
H 1.0140 -0.4957 1.7036 -0.221
```

# 5
Here is a cluster of 2 separate species, CH6OS2 in total at a distorted geometry from the OMol25 dataset. Energies are from wB97M-V/def2-TZVPD.

The electronic energy is -24850.673 eV. As for the SMILES: CO.SS. The total charge is 0. For the orbital gap, the calculation gives 9.032 eV.

Geometry as XYZ:
```
10
Properties=species:S:1:pos:R:3:nbo_charge:R:1
C 1.8807 1.3433 0.4373 -0.256
O 1.4273 0.3846 -0.4828 -0.723
H 1.4533 2.3982 0.3676 0.162
H 2.9351 1.4034 0.2500 0.183
H 1.4245 1.0830 1.4819 0.167
H 0.9862 -0.2592 0.0721 0.468
S -2.5291 -0.6096 -0.2032 -0.134
S -2.3933 -2.5131 -0.5013 -0.157
H -1.4462 -0.3148 -0.9449 0.143
H -3.7385 -2.9157 -0.4767 0.147
```

# 6
Here is a structure of composition C57H61BBiCl2N8O2PSi from the OMol25 dataset. Energies are from wB97M-V/def2-TZVPD.

The electronic energy is -124847.028 eV. The total charge is 0. For the orbital gap, the calculation gives 6.908 eV.

Geometry as XYZ:
```
134
Properties=species:S:1:pos:R:3:lowdin_charge:R:1
Bi -0.0795 0.6588 -1.1205 1.740
C -4.7071 -0.4094 -0.5027 -0.051
C -3.9633 -0.3674 0.8330 -0.359
C -3.6034 1.0522 1.2442 -0.068
C -2.7902 -1.3064 0.8111 -0.288
C -2.8033 -2.5668 1.4052 -0.016
C -1.5818 -3.1161 1.0925 -0.080
N -0.8863 -2.2452 0.3496 -0.026
N -1.6249 -1.1095 0.1665 -0.018
B 0.5712 -2.6059 -0.1361 -0.574
N 1.7335 -1.8920 0.5584 -0.039
C 2.6681 -2.5580 1.2717 -0.090
C 3.6879 -1.6890 1.5687 -0.028
C 3.2880 -0.4683 0.9843 -0.293
N 2.1186 -0.6045 0.3763 0.050
C 4.0325 0.8364 0.9439 -0.367
C 5.5181 0.6131 0.6674 -0.066
C 3.8333 1.6625 2.2130 -0.050
N 0.6405 -2.5313 -1.6966 -0.064
C -0.0029 -3.4236 -2.4798 -0.111
C 0.5712 -3.4019 -3.7274 -0.023
C 1.6062 -2.4497 -3.6190 -0.294
N 1.6306 -1.9221 -2.3979 0.123
C 2.6711 -2.1316 -4.6425 -0.365
C 4.0545 -2.1642 -3.9860 -0.070
C 2.4411 -0.7992 -5.3560 -0.066
H -5.5839 0.2400 -0.4819 0.080
H -4.0654 -0.0600 -1.3113 0.053
H -5.0345 -1.4262 -0.7324 0.085
H -4.6322 -0.7722 1.5979 0.132
H -2.8982 1.4918 0.5397 0.023
H -4.4968 1.6802 1.2578 0.084
H -3.1438 1.0674 2.2326 0.059
H -3.5905 -2.9978 1.9995 0.104
H -1.1553 -4.0710 1.3501 0.118
H 0.6678 -3.7680 0.1705 0.111
H 2.5484 -3.6058 1.4947 0.113
H 4.5868 -1.9043 2.1233 0.097
H 3.6082 1.3997 0.1091 0.103
H 5.9920 0.0744 1.4924 0.074
H 5.6651 0.0296 -0.2433 0.080
H 6.0336 1.5689 0.5516 0.075
H 4.2633 1.1538 3.0813 0.081
H 4.3216 2.6361 2.1167 0.079
H 2.7756 1.8288 2.4016 0.045
H -0.7878 -4.0467 -2.0766 0.122
H 0.3126 -4.0048 -4.5838 0.098
H 2.6203 -2.9254 -5.3935 0.131
H 4.0673 -1.5150 -3.1092 0.067
H 4.3046 -3.1729 -3.6539 0.080
H 4.8236 -1.8323 -4.6873 0.072
H 2.3197 0.0039 -4.6307 0.053
H 3.2859 -0.5610 -6.0066 0.077
H 1.5450 -0.8392 -5.9793 0.065
Cl -0.0811 1.3912 2.1259 0.702
C 0.1701 1.9679 3.7546 -0.645
C -0.0683 3.3116 3.9922 -0.101
C 0.1206 3.8151 5.2691 -0.078
C 0.5424 2.9731 6.2852 -0.075
C 0.7636 1.6281 6.0285 -0.068
C 0.5765 1.0847 4.7583 -0.388
P 0.8201 -0.6984 4.3529 1.104
C -0.8980 -1.3138 4.6078 -0.379
C -1.0619 -2.6998 4.6771 -0.117
C -2.3106 -3.2589 4.8897 -0.093
C -3.4285 -2.4414 5.0094 -0.102
C -3.2833 -1.0673 4.9089 -0.086
C -2.0255 -0.5060 4.7125 -0.090
C 1.5857 -1.3214 5.8996 -0.396
C 0.9063 -1.5213 7.1021 -0.105
C 1.5735 -2.0111 8.2138 -0.080
C 2.9272 -2.3182 8.1369 -0.088
C 3.6105 -2.1358 6.9443 -0.083
C 2.9402 -1.6419 5.8319 -0.099
H -0.3857 3.9519 3.1796 0.099
H -0.0568 4.8651 5.4634 0.106
H 0.6998 3.3617 7.2834 0.105
H 1.0933 0.9842 6.8329 0.096
H -0.1931 -3.3431 4.5800 0.109
H -2.4140 -4.3352 4.9583 0.104
H -4.4066 -2.8762 5.1756 0.101
H -4.1486 -0.4209 4.9947 0.104
H -1.9305 0.5720 4.6578 0.095
H -0.1544 -1.3054 7.1643 0.112
H 1.0383 -2.1542 9.1446 0.103
H 3.4440 -2.7065 9.0055 0.101
H 4.6611 -2.3878 6.8738 0.102
H 3.4660 -1.5089 4.8924 0.088
C -0.6504 3.8774 -2.9911 -0.188
Si -1.4415 2.9924 -1.5268 0.489
C -1.3073 4.1009 -0.0179 -0.234
C -3.2623 2.9173 -2.0383 -0.301
C -4.2561 3.5454 -1.2841 -0.109
C -5.5853 3.5431 -1.6902 -0.086
C -5.9527 2.9087 -2.8676 -0.091
C -4.9801 2.2947 -3.6460 -0.085
C -3.6558 2.3073 -3.2345 -0.119
H -0.9897 4.9169 -2.9722 0.043
H -0.9864 3.4421 -3.9358 0.024
H 0.4394 3.8714 -2.9834 0.018
H -1.6181 5.1142 -0.2910 0.040
H -0.2744 4.1340 0.3314 0.012
H -1.9343 3.7610 0.8083 0.012
H -3.9927 4.0500 -0.3612 0.093
H -6.3349 4.0401 -1.0856 0.103
H -6.9889 2.9002 -3.1824 0.101
H -5.2544 1.8125 -4.5771 0.102
H -2.9115 1.8444 -3.8749 0.075
Cl 7.3127 4.9231 -2.9140 0.668
C 5.7761 4.1831 -2.5862 -0.663
C 5.4748 2.9607 -3.1659 -0.089
C 4.2422 2.3813 -2.9129 0.000
C 3.3334 3.0110 -2.0711 -0.144
C 3.6597 4.2260 -1.4812 -0.004
C 4.8792 4.8259 -1.7472 -0.092
C 2.0308 2.3649 -1.7448 -0.679
O 1.4792 2.5977 -0.6486 -0.152
O 1.5059 1.5606 -2.5915 -0.201
H 6.1994 2.4724 -3.8030 0.108
H 3.9880 1.4277 -3.3545 0.111
H 2.9534 4.6940 -0.8078 0.124
H 5.1400 5.7781 -1.3068 0.107
N -3.4814 -1.6743 -7.6671 0.180
C -2.9666 -1.3257 -6.7021 -0.157
C -2.3211 -0.8891 -5.4898 -0.200
C -1.2800 0.0295 -5.5400 0.010
C -0.6917 0.4282 -4.3567 -0.126
N -1.1021 -0.0345 -3.1710 -0.083
C -2.0840 -0.9399 -3.1246 -0.122
C -2.7272 -1.3880 -4.2615 0.021
H -0.9371 0.4319 -6.4823 0.131
H 0.1168 1.1464 -4.3347 0.103
H -2.3678 -1.2919 -2.1402 0.094
H -3.5229 -2.1151 -4.1886 0.132
```